Here is 2 unconnected molecules or ions with the total composition C2F2INO2 at a distorted geometry from OMol25. Energies are from ωB97M-V/def2-TZVPD.

The value obtained for the molecular weight is 234.93 g/mol. The orbital gap (alpha / beta) is 6.64 / 6.62 eV. The value obtained for the total energy is -21188.002 eV. Its HOMO energy (alpha / beta) is -9.093 / -9.084 eV. The energy relative to the best compared isomer or geometry (same formula, charge and spin) is 145.1 kcal per mole. Its multiplicity is 1.

The geometry in XYZ format:
```
8
Properties=species:S:1:pos:R:3:forces:R:3
O -0.9786 0.0880 -0.9701 -0.1 4.5 -4.1
C 1.0329 -0.4292 0.1896 1.2 -0.7 -2.5
N -0.9403 0.9955 -1.7074 -0.6 -4.1 3.3
O 1.0034 1.2193 1.9805 -0.3 0.2 -0.4
C 0.9061 0.5210 1.0511 0.5 1.3 2.4
F 1.5584 -0.2069 -1.0445 -0.1 -0.1 0.9
I -2.9444 -0.6467 0.2538 -0.3 0.0 0.2
F 0.3625 -1.5410 0.2471 -0.3 -1.1 0.2
```
Positions in Å, forces in eV/Å.

Here is 2 unconnected molecules or ions with the total composition C2F2IO2 at a distorted geometry from OMol25. Energies are from ωB97M-V/def2-TZVPD.

The value obtained for the molecular weight is 220.92 g/mol. The orbital gap (alpha / beta) is 4.71 / 7.31 eV. The value obtained for the total energy is -19702.823 eV. The charge is -1. Its HOMO energy (alpha / beta) is -1.127 / -4.540 eV. The energy relative to the best compared isomer or geometry (same formula, charge and spin) is 0.0 kcal per mole. Its multiplicity is 3.

The geometry in XYZ format:
```
7
Properties=species:S:1:pos:R:3:forces:R:3
F -0.4217 -0.0185 -1.1010 -0.6 0.4 -1.1
I -3.0282 -0.3342 0.0803 -1.8 -0.5 0.2
F -0.3260 0.7904 0.8283 0.4 1.1 1.7
O 1.9420 0.3445 -0.5629 0.6 0.9 -0.9
C -1.0163 0.9634 -0.3066 0.7 -0.9 -0.9
O 1.3370 -1.2922 0.9180 -0.7 -0.8 0.3
C 1.5132 -0.4534 0.1439 1.3 -0.4 0.6
```
Positions in Å, forces in eV/Å.

Here is 3 unconnected molecules or ions with the total composition C2F2O2S at a distorted geometry from OMol25. Energies are from ωB97M-V/def2-TZVPD.

The value obtained for the molecular weight is 126.08 g/mol. The orbital gap (alpha / beta) is 9.94 / 8.12 eV. The value obtained for the total energy is -22433.219 eV. Its HOMO energy (alpha / beta) is -9.345 / -11.048 eV. Its multiplicity is 3.

The geometry in XYZ format:
```
7
Properties=species:S:1:pos:R:3:forces:R:3
S 1.1226 0.8707 2.3519 1.0 -0.2 1.0
O -0.3011 -0.0700 -1.5810 0.6 1.3 -0.4
O -0.9653 1.1487 0.6761 0.3 0.0 0.8
C -0.0894 1.0164 1.4243 -1.5 0.5 -1.4
F -1.6486 -1.2291 -1.4124 -2.4 -2.1 0.3
C 0.7001 -0.4178 -1.1115 2.7 2.3 -1.5
F 1.1816 -1.3190 -0.3474 -0.7 -1.7 1.1
```
Positions in Å, forces in eV/Å.

Here is C2F3N3O3 in the gas phase at a distorted geometry from OMol25. Energies are from ωB97M-V/def2-TZVPD.

The value obtained for the molecular weight is 171.03 g/mol. The orbital gap is 10.31 eV. The value obtained for the total energy is -20832.244 eV. Its HOMO energy is -11.335 eV. The energy relative to the best compared isomer or geometry (same formula, charge and spin) is 0.0 kcal per mole. Its multiplicity is 1.

The geometry in XYZ format:
```
11
Properties=species:S:1:pos:R:3:forces:R:3
F -2.4427 1.3226 -2.2536 -0.3 0.4 1.2
O -1.0394 0.6338 -0.7272 0.6 0.6 2.8
F -0.7260 0.2981 -2.8440 0.7 -0.8 -0.5
N 0.9668 -0.7042 1.6007 0.6 -2.0 4.2
O 2.0680 0.9091 2.5593 -0.1 3.1 0.6
C 0.4198 -0.3334 0.6362 0.0 0.7 -1.1
N 2.0315 -0.2463 2.3878 0.0 -0.5 -1.4
O 2.7683 -1.0688 2.7937 0.8 -1.7 0.5
N -0.1008 -0.3809 -0.4414 -1.4 0.6 -2.9
F -2.3300 -0.7863 -1.8494 0.4 0.2 0.2
C -1.6155 0.3562 -1.8621 -1.5 -0.6 -3.6
```
Positions in Å, forces in eV/Å.

Here is a molecular structure, C2F3NO5S2Yb at a distorted geometry from OMol25. Energies are from ωB97M-V/def2-TZVPD.

The value obtained for the molecular weight is 412.19 g/mol. The orbital gap (alpha / beta) is 5.86 / 4.42 eV. The value obtained for the total energy is -75149.213 eV. Its HOMO energy (alpha / beta) is -6.098 / -8.985 eV. The energy relative to the best compared isomer or geometry (same formula, charge and spin) is 52.7 kcal per mole. Its multiplicity is 3.

The geometry in XYZ format:
```
14
Properties=species:S:1:pos:R:3:forces:R:3
Yb -2.6387 2.1846 2.1152 0.2 -0.5 -0.1
O -2.1035 -1.9733 1.9559 0.8 2.3 0.0
S 0.7043 -0.0226 1.5018 -0.5 1.4 0.2
F 1.9695 0.6140 -3.3671 -0.2 0.1 0.2
C -2.2999 -0.7873 1.9732 -0.8 -1.9 -0.1
O -0.6934 -0.0913 -2.1034 1.8 1.1 1.4
O -1.0370 0.3195 1.9003 1.4 -0.6 -0.7
F 3.0480 0.1635 -1.5502 -0.2 0.1 0.1
F 1.9165 -1.3802 -2.5530 -0.3 0.3 0.3
O 1.4072 1.2966 1.5653 -1.6 -1.7 -0.1
S 0.4356 0.4415 -1.2554 -1.6 -1.9 -1.1
C 1.9393 -0.0928 -2.2373 0.9 -0.1 -0.5
N 0.6634 -0.6116 0.0104 -0.9 0.7 0.4
O -3.3113 -0.0606 2.0443 1.0 0.6 0.0
```
Positions in Å, forces in eV/Å.

Here is a gas-phase ion, C2H10BrN4 (charge +1) at a distorted geometry from OMol25. Energies are from ωB97M-V/def2-TZVPD.

The value obtained for the molecular weight is 170.03 g/mol. The orbital gap is 9.67 eV. The value obtained for the total energy is -78229.500 eV. The charge is +1. Its HOMO energy is -13.447 eV. The energy relative to the best compared isomer or geometry (same formula, charge and spin) is 23.9 kcal per mole. Its multiplicity is 1.

The geometry in XYZ format:
```
17
Properties=species:S:1:pos:R:3:forces:R:3
H 1.5757 -1.2256 0.7996 -1.9 2.4 1.0
H -0.9537 1.3601 -2.0721 -0.1 -1.1 -0.1
H -0.3351 -1.4013 -1.5402 0.0 -0.3 0.6
N -1.5270 -0.4253 -0.0742 -1.2 1.5 0.8
C 1.1491 0.6968 1.9563 2.3 0.7 -0.2
H 0.1591 0.9893 2.2918 0.3 0.2 0.4
N 0.8523 -0.3791 0.9382 0.3 -2.1 -1.5
H -0.1382 -0.7545 1.2094 1.5 0.4 -1.0
Br -2.7049 -1.8993 0.2867 0.8 1.1 -0.8
N -0.9354 0.3288 -2.2481 1.6 2.1 -3.2
H 1.6701 1.5958 1.4336 -1.0 -1.7 0.8
N 0.6134 0.2048 -0.4231 2.4 0.5 1.1
H -2.0144 0.5226 -0.1558 0.1 -2.1 0.5
C -0.5451 -0.4090 -1.1276 0.6 -1.6 -0.6
H 1.8642 0.3095 2.7807 -1.5 0.5 -1.3
H -0.3233 0.2051 -3.1751 -1.8 0.0 2.9
H 1.5933 0.2812 -0.8800 -2.5 -0.4 0.5
```
Positions in Å, forces in eV/Å.

Here is 2 unconnected molecules or ions with the total composition C2H10N2 at a distorted geometry from OMol25. Energies are from ωB97M-V/def2-TZVPD.

The value obtained for the molecular weight is 62.12 g/mol. The orbital gap is 10.54 eV. The value obtained for the total energy is -5216.132 eV. Its HOMO energy is -9.296 eV. The energy relative to the best compared isomer or geometry (same formula, charge and spin) is 5.1 kcal per mole. Its multiplicity is 1.

The geometry in XYZ format:
```
14
Properties=species:S:1:pos:R:3:forces:R:3
H -1.6783 0.0168 -1.7789 -0.4 0.0 -0.1
C -0.1603 -1.1629 -2.6811 0.0 0.0 0.2
H -0.1700 -1.9283 -1.8978 0.1 0.0 -0.1
H 1.3108 1.0878 7.2167 -0.1 0.2 -0.2
H -1.5935 0.1895 -3.5605 0.1 0.2 0.2
N 1.3500 1.3848 6.2476 0.1 -0.2 -0.2
H 0.4832 1.1411 5.7854 0.0 0.0 0.1
H 0.5201 0.7543 -2.2786 -0.3 -0.1 -0.6
N 0.9014 -0.1769 -2.4412 0.3 0.8 0.9
H -2.3397 -1.2275 -2.9143 0.0 -0.1 0.3
H 1.3684 -0.2881 -1.5414 0.0 -0.7 -0.3
C -1.5401 -0.5099 -2.7228 0.4 -0.1 -0.5
H 0.0854 -1.6671 -3.6187 -0.3 -0.1 0.0
H 1.4627 2.3864 6.1856 0.0 0.0 0.2
```
Positions in Å, forces in eV/Å.

Here is 2 unconnected molecules or ions with the total composition C2H10N2 at a distorted geometry from OMol25. Energies are from ωB97M-V/def2-TZVPD.

The value obtained for the molecular weight is 62.12 g/mol. The orbital gap is 10.24 eV. The value obtained for the total energy is -5215.954 eV. Its HOMO energy is -9.172 eV. The energy relative to the best compared isomer or geometry (same formula, charge and spin) is 9.2 kcal per mole. Its multiplicity is 1.

The geometry in XYZ format:
```
14
Properties=species:S:1:pos:R:3:forces:R:3
N -0.7888 -0.8438 -0.3091 0.4 -0.3 1.2
H 0.6651 1.2229 -2.2376 0.3 -0.2 -0.1
H -1.5324 -1.5394 1.5735 0.0 0.0 0.1
C 1.5471 0.9418 -1.6468 -0.1 -0.3 -0.8
H -1.0439 0.4707 2.6532 -0.1 0.0 0.0
H 0.2115 -1.2505 1.4811 0.1 -0.2 -0.1
H -0.3490 1.1413 1.3371 0.2 -0.2 -0.2
H 2.2055 0.2700 -2.2096 -0.2 0.3 -0.2
H 1.1583 0.3219 -0.8442 0.2 0.6 0.5
N -1.0229 0.4526 1.6427 -0.5 0.5 0.4
H -1.6345 -0.3527 -0.5699 -0.2 -0.4 -0.4
H 2.0972 1.8596 -1.4372 -0.1 -0.2 0.6
H -0.7464 -1.8182 -0.5909 -0.4 0.3 -0.6
C -0.7668 -0.8761 1.1577 0.4 0.1 -0.2
```
Positions in Å, forces in eV/Å.